(1)
C5H8 | wB97M-V/def2-TZVPD

The calculation puts the LUMO energy at 0.80 eV. As for the HOMO-LUMO gap: 10.1477 eV. The structure (SMILES) is C#CC=C.C. The charge is 0. Its energy above the lowest of the compared OMol25 structures with the same formula, charge and spin is 64.8 kcal/mol. For the HOMO energy, the calculation gives -0.3436 Ha.

Last column: Mulliken charge in e.
Atoms and positions in Å:
C -3.821066 -1.002539 -0.019081  0.17
C -2.776530 -0.398092 -0.084145  -0.53
C -1.485937 0.214996 -0.228011  -0.27
C -0.974335 1.315557 0.343517  -0.73
H -4.850508 -1.239193 0.068317  0.41
H -0.858668 -0.393164 -0.879741  0.27
H -0.070246 1.600404 0.055939  0.50
H -1.386692 1.856140 1.259178  0.21
C 2.188340 -0.200971 -0.126529  -0.92
H 2.846770 -0.312475 0.672220  0.32
H 2.603318 0.537201 -0.816643  0.27
H 2.061105 -1.032163 -0.761902  0.26
H 1.261893 0.127155 0.262703  0.04

Cartesian forces (eV/Å) of the 2 atoms listed first:
C 0.51 1.06 0.00
C -0.29 -0.14 0.53

***

(2)
C4H8O15S3Zr | wB97M-V/def2-TZVPD

The calculation puts the LUMO energy (spin up / spin down) at 1.84 / -1.68 eV. As for the HOMO-LUMO gap (spin up / spin down): 8.1600 / 4.5845 eV. Its expectation value of S² is 0.76. The charge is -1. Its spin multiplicity is 2. For the HOMO energy (spin up / spin down), the calculation gives -0.2321 / -0.2300 Ha.

Last column: Löwdin spin population.
Atoms and positions in Å:
Zr 0.741354 -0.816573 0.304311  -0.01
S 1.175830 -2.546652 2.445217  0.00
O 2.093466 -1.942242 1.442997  0.00
O 1.393627 -1.971870 3.790565  0.01
O 0.022932 -2.042170 1.734541  0.01
O 1.193034 -3.976362 2.330440  0.01
S 1.816463 1.458284 -1.076955  0.00
O 1.769133 2.759126 -0.457384  0.00
O 2.293371 0.538696 -0.100797  0.03
O 0.557317 0.840899 -0.910141  0.00
O 2.464637 1.253536 -2.274569  0.01
O 1.972036 2.398784 2.416018  0.02
C 1.268608 1.395093 2.907380  0.02
O 0.768574 0.598977 2.020143  0.34
O 1.211704 1.161622 4.134314  0.57
H 1.903534 2.395116 1.458480  0.00
O 0.807477 -2.978142 -3.257631  0.00
C 0.796685 -2.342199 -2.057043  0.00
O 1.781061 -1.886126 -1.414382  0.00
O -0.233766 -2.025663 -1.436129  0.00
H -0.014062 -3.461347 -3.372407  0.00
C -3.015785 0.215903 -1.686594  0.00
S -2.663583 0.539919 0.092573  0.00
O -1.307505 -0.136782 0.407151  0.00
C -2.400877 2.357127 -0.319063  0.00
H -3.304363 -0.834403 -1.645651  0.00
H -2.099140 0.391421 -2.249679  0.00
H -3.956901 0.626621 -2.052264  0.00
H -1.485634 2.495850 -0.894544  0.00
H -2.254785 2.913962 0.606512  0.00
H -3.294442 2.619596 -0.885406  0.00

Cartesian forces (eV/Å) of the 2 atoms listed first:
Zr 1.26 -0.93 -2.21
S 3.11 -1.76 3.47

***

(3)
C2H3OPS2 | wB97M-V/def2-TZVPD

The calculation puts the LUMO energy (spin up / spin down) at -1.69 / -1.69 eV. As for the HOMO-LUMO gap (spin up / spin down): 7.5267 / 7.5257 eV. The charge is 0. Its energy above the lowest of the compared OMol25 structures with the same formula, charge and spin is 48.8 kcal/mol. For the HOMO energy (spin up / spin down), the calculation gives -0.3385 / -0.3385 Ha.

Last column: Mulliken charge in e.
Atoms and positions in Å:
C 1.108004 -2.251110 0.603153  0.36
C 0.458615 -1.233807 0.479985  -0.62
O 0.295232 1.385233 1.152035  -0.46
P -0.522330 0.254266 0.418692  0.43
S -2.339279 0.133194 0.947589  -0.29
S 0.113954 1.123615 -2.220785  -0.33
H 1.600762 -3.131343 0.301551  0.40
H 0.339884 2.344396 0.763760  0.41
H -1.054841 1.375557 -2.445980  0.11

Cartesian forces (eV/Å) of the 2 atoms listed first:
C -1.10 1.43 -1.09
C 0.11 0.40 0.58

***

(4)
C22H18Cl3NO2PtSe3SiTe | wB97M-V/def2-TZVPD

The calculation puts the LUMO energy at 4.00 eV. As for the HOMO-LUMO gap: 4.4684 eV. The charge is -2. Its energy above the lowest of the compared OMol25 structures with the same formula, charge and spin is 0.0 kcal/mol. For the HOMO energy, the calculation gives -0.0172 Ha.

Last column: Mulliken charge in e.
Atoms and positions in Å:
Pt -0.573435 0.543526 0.193776  -0.08
Se -1.245246 2.456823 2.319149  -0.44
Se -2.395484 0.978595 3.698912  -0.28
Te -0.714124 -0.854115 4.045348  -0.26
Se -0.327556 -1.567987 1.640587  -0.60
C -2.432876 0.159112 -0.099715  0.77
C -3.607667 -0.083564 -0.287045  -0.20
C -4.986676 -0.400484 -0.428807  0.14
C -5.773018 -0.693607 0.696102  -0.46
C -7.115002 -1.008306 0.562051  -0.37
C -7.715123 -1.037944 -0.692269  -0.41
C -6.948720 -0.745052 -1.814070  -0.40
C -5.605023 -0.430430 -1.687173  -0.50
H -5.299929 -0.662397 1.669523  0.46
H -7.701002 -1.230199 1.447169  0.35
H -8.766323 -1.282590 -0.793161  0.34
H -7.403110 -0.759815 -2.798871  0.34
H -5.005566 -0.197333 -2.558265  0.45
C 3.540282 -1.940938 1.456871  -0.79
O 3.751811 -1.258418 0.223833  -0.46
C 2.813303 -1.425864 -0.742437  1.07
C 1.925637 -2.492528 -0.786050  -0.67
C 1.020406 -2.602401 -1.829601  -0.50
C 0.993170 -1.657993 -2.841857  -0.74
C 1.865365 -0.583456 -2.794098  -0.68
C 2.764608 -0.456554 -1.746832  -0.01
N 3.662878 0.643257 -1.756714  0.19
C 4.134787 1.421951 -0.781263  -0.94
C 3.738102 1.600294 0.530532  1.33
C 4.663982 2.222341 1.430343  -0.68
C 4.380380 2.345716 2.747730  -0.70
C 3.120977 1.869993 3.240496  -0.57
C 2.177371 1.341985 2.427168  -0.72
C 2.416621 1.235340 1.010219  0.74
O 1.549046 0.897247 0.178434  -0.20
H 4.211925 -1.471923 2.173542  0.27
H 3.792173 -3.002445 1.360733  0.33
H 2.503901 -1.830736 1.788420  0.24
H 1.901913 -3.206111 0.023964  0.45
H 0.301692 -3.411473 -1.821214  0.36
H 0.250303 -1.708266 -3.624852  0.37
H 1.799327 0.209683 -3.528888  0.41
H 4.010669 0.864578 -2.674954  0.36
H 5.001246 1.996047 -1.102187  0.30
H 5.617586 2.559609 1.034673  0.28
H 5.091488 2.798272 3.427215  0.36
H 2.901289 1.959222 4.298621  0.43
H 1.210455 1.027765 2.796372  0.14
Cl -2.191796 3.397474 -1.676144  -0.30
Si -0.838617 1.789323 -1.678977  0.32
Cl -1.403634 0.866773 -3.521996  -0.37
Cl 0.937235 2.818004 -2.354340  -0.44

Cartesian forces (eV/Å) of the 2 atoms listed first:
Pt 0.04 0.04 -0.14
Se -0.03 0.05 0.09

***

(5)
C7H10O | wB97M-V/def2-TZVPD

The calculation puts the LUMO energy at 1.12 eV. As for the HOMO-LUMO gap: 9.9768 eV. The structure (SMILES) is C1O[C@H]2C[C@H]3C[C@@H]3[C@@H]12. The charge is 0. Its energy above the lowest of the compared OMol25 structures with the same formula, charge and spin is 118.7 kcal/mol. For the HOMO energy, the calculation gives -0.3254 Ha.

Last column: Mulliken charge in e.
Atoms and positions in Å:
C -1.634235 1.260995 -0.704496  -0.61
O -1.400841 0.215268 -1.576928  -0.43
C -1.040872 -0.704112 -0.549165  0.11
C 0.486456 -1.329558 -0.774583  -1.05
C 1.039113 -0.889032 0.638298  0.12
C 1.965493 0.212011 1.178532  -0.75
C 0.675127 0.533180 0.426579  0.04
C -0.841427 0.610012 0.411338  -0.29
H -1.141209 2.156844 -1.066155  0.34
H -2.660147 1.435313 -0.332382  0.29
H -1.925866 -1.424454 -0.459237  0.34
H 0.950167 -0.910850 -1.631509  0.33
H 0.435278 -2.404938 -0.908752  0.37
H 0.459002 -1.331597 1.429423  0.19
H 2.931672 0.652632 0.851728  0.24
H 1.968676 0.449984 2.258946  0.22
H 0.911326 0.892507 -0.627819  0.14
H -1.177712 0.575793 1.436183  0.40

Cartesian forces (eV/Å) of the 2 atoms listed first:
C 1.08 1.66 1.44
O -0.69 -0.74 -1.75

***

(6)
C9H9BO3S2 | wB97M-V/def2-TZVPD

The calculation puts the LUMO energy at 0.09 eV. As for the HOMO-LUMO gap: 7.0601 eV. The structure (SMILES) is O=C[C@@]1(B(O)O)C=C/C(=C2/C=CCS2)S1. The charge is 0. Its energy above the lowest of the compared OMol25 structures with the same formula, charge and spin is 23.5 kcal/mol. For the HOMO energy, the calculation gives -0.2563 Ha.

Last column: Mulliken charge in e.
Atoms and positions in Å:
O -2.168480 -2.383897 -0.984483  -0.41
C -2.655487 -1.315373 -0.912161  0.10
C -2.449512 -0.184143 0.404480  0.51
B -3.744068 0.726934 0.484316  0.59
O -3.749363 1.791988 1.267836  -0.59
O -4.891628 0.292677 -0.215048  -0.57
C -1.780208 -0.939404 1.458510  -0.90
C -0.474813 -1.217370 1.260680  -0.80
C 0.120397 -0.334938 0.226785  0.49
C 1.450522 -0.297356 -0.115306  0.76
C 2.051183 0.630971 -1.023297  -0.69
C 3.366789 0.565830 -1.087197  -0.52
C 4.002595 -0.386969 -0.163293  -0.62
S 2.662572 -1.485369 0.470411  -0.17
S -1.093898 0.716766 -0.495946  -0.38
H -2.873069 -0.601734 -1.733982  0.33
H -4.414558 2.581170 1.415152  0.34
H -5.449794 0.898389 -0.696330  0.28
H -2.426680 -1.592343 2.041631  0.35
H 0.051859 -1.589594 2.091177  0.44
H 1.458630 1.484801 -1.450257  0.22
H 3.901992 1.079269 -1.772882  0.53
H 4.676403 -1.077856 -0.649374  0.37
H 4.411997 0.110005 0.661495  0.34

Cartesian forces (eV/Å) of the 2 atoms listed first:
O -0.37 -0.79 0.12
C 0.96 3.06 1.06

***

(7)
C39H46FN6O3SSiY | wB97M-V/def2-TZVPD

The calculation puts the LUMO energy at -4.89 eV. As for the HOMO-LUMO gap: 6.6413 eV. The charge is +2. Its energy above the lowest of the compared OMol25 structures with the same formula, charge and spin is 41.7 kcal/mol. For the HOMO energy, the calculation gives -0.4239 Ha.

Last column: Mulliken charge in e.
Atoms and positions in Å:
Y -0.090063 0.652658 0.277345  1.14
C -0.783050 -5.183279 0.673150  -1.73
C -0.220223 -3.967349 0.010799  0.55
C 0.870657 -3.305175 0.560294  -0.50
C 1.415880 -2.185848 -0.053676  0.12
C 0.904451 -1.737851 -1.275066  -0.72
C -0.132075 -2.453635 -1.870546  -0.78
C -0.708401 -3.526962 -1.214919  -0.49
H -0.333778 -6.072108 0.229177  0.36
H -1.860466 -5.246001 0.542881  0.41
H -0.557642 -5.187459 1.735424  0.37
H 1.321144 -3.703317 1.458805  0.79
H 2.306418 -1.722839 0.352439  0.32
H 1.430378 -0.975860 -1.849480  0.45
H -0.442192 -2.192945 -2.872671  0.54
H -1.519279 -4.072129 -1.676971  0.52
C 4.258435 -0.252320 -0.449785  -1.46
C 3.746045 1.088631 -0.018471  0.90
C 4.659756 2.097851 0.226645  -0.87
C 4.206556 3.375791 0.540600  -0.54
C 2.856102 3.624748 0.545668  -0.95
C 1.969108 2.564363 0.284457  0.47
N 2.416605 1.294580 0.064812  0.09
N 0.626671 2.669706 0.217792  0.21
Si -0.278117 4.062731 -0.333707  -0.13
C -1.120965 4.949293 1.129868  -1.05
C 0.730747 5.275414 -1.405078  -1.19
C -1.555412 3.280367 -1.549188  -0.79
H 5.251405 -0.143902 -0.881663  0.51
H 3.599352 -0.683916 -1.198419  0.22
H 4.341752 -0.932374 0.398335  0.24
H 5.716543 1.886749 0.167111  0.43
H 4.914364 4.162797 0.748754  0.45
H 2.455256 4.599295 0.762650  0.49
H -0.446989 5.055460 1.976710  0.34
H -2.000248 4.403145 1.464283  0.25
H -1.440553 5.946106 0.839490  0.43
H 1.382625 5.887478 -0.794357  0.34
H 0.063259 5.945651 -1.938202  0.43
H 1.345869 4.765015 -2.141205  0.36
H -2.566742 3.448331 -1.189588  0.25
H -1.397327 2.198806 -1.658881  -0.06
H -1.488547 3.717852 -2.541117  0.62
C -8.249886 0.510954 -0.988939  -1.02
C -7.227167 1.131612 -1.937733  -1.07
N -5.885187 0.606871 -1.720943  0.21
C -5.125304 1.176275 -0.770519  -0.19
C -3.827268 0.849790 -0.510999  -0.32
C -3.173736 1.516475 0.694937  -0.15
O -3.813996 2.335097 1.325742  -0.66
O -2.002845 1.099551 1.000377  0.52
C -3.138175 -0.109068 -1.319441  1.14
O -1.906374 -0.355430 -1.255083  -0.65
C -4.020632 -0.824691 -2.241784  0.51
C -3.538651 -1.921399 -2.959372  -0.27
C -4.349517 -2.657052 -3.780491  0.00
F -3.801507 -3.703283 -4.439475  -0.35
C -5.713216 -2.346963 -3.947004  -1.40
C -6.191391 -1.253212 -3.236709  -0.42
C -5.380033 -0.469783 -2.406707  -0.11
N -6.597896 -3.100598 -4.716807  0.26
C -7.580571 -2.450282 -5.555768  -0.74
C -8.936149 -3.139030 -5.320007  -0.76
N -8.670103 -4.567719 -4.984514  -0.10
C -7.518577 -5.091082 -5.761160  -0.76
C -6.240419 -4.408036 -5.244625  -0.73
H -9.224242 0.956628 -1.167230  0.40
H -7.977719 0.702980 0.045445  0.36
H -8.326879 -0.565647 -1.124677  0.30
H -7.191289 2.210122 -1.770720  0.47
H -7.516590 0.976044 -2.979256  0.53
H -5.582365 1.944113 -0.159316  0.71
H -2.502585 -2.190377 -2.849161  0.27
H -7.237517 -1.009523 -3.311850  0.84
H -7.290426 -2.535599 -6.611057  0.32
H -7.656118 -1.389198 -5.328551  0.52
H -9.557545 -3.078899 -6.213734  0.39
H -9.476515 -2.684451 -4.488241  0.43
H -9.509530 -5.138216 -5.129810  0.36
H -8.408562 -4.621960 -3.992560  0.38
H -7.692766 -4.882462 -6.817397  0.35
H -7.442591 -6.171868 -5.639503  0.39
H -5.510759 -4.357461 -6.063609  0.40
H -5.800704 -4.999265 -4.438797  0.51
S -0.498492 -2.311491 3.914770  -0.18
C 0.470584 -1.322505 2.900798  -0.41
N 0.073553 -0.098300 2.710597  -0.58
C -1.038122 0.177323 3.491087  -0.09
C -1.641701 1.423926 3.678433  -0.72
C -2.775304 1.496370 4.460134  -0.48
C -3.312040 0.358802 5.066894  -0.69
C -2.695654 -0.868945 4.945408  -0.47
C -1.543007 -0.943665 4.178013  1.07
H 1.385534 -1.708165 2.490462  0.70
H -1.205789 2.299023 3.218403  0.35
H -3.263943 2.445929 4.606720  0.45
H -4.212672 0.442114 5.656716  0.41
H -3.090244 -1.745911 5.430241  0.45

Cartesian forces (eV/Å) of the 2 atoms listed first:
Y 0.04 -1.19 -0.06
C 0.04 -0.06 -0.02

***

(8)
C4H6LuO3 | wB97M-V/def2-TZVPD

The calculation puts the LUMO energy (spin up / spin down) at -0.06 / -0.79 eV. As for the HOMO-LUMO gap (spin up / spin down): 6.2832 / 6.3490 eV. Its expectation value of S² is 0.75. The charge is 0. Its energy above the lowest of the compared OMol25 structures with the same formula, charge and spin is 0.0 kcal/mol. Its spin multiplicity is 2. For the HOMO energy (spin up / spin down), the calculation gives -0.2333 / -0.2623 Ha.

Last column: Löwdin spin population.
Atoms and positions in Å:
O 1.568474 1.116139 -0.989287  0.07
C 1.198809 -0.048665 -1.318119  0.01
O 1.741370 -0.420835 1.424078  0.08
C 0.924016 -1.334355 0.781818  0.01
C 0.108089 -0.613503 -0.315801  0.01
O -0.597228 0.434702 0.382514  0.07
C -1.639806 1.022298 -0.372032  0.02
Lu 1.309220 1.577686 1.161664  0.72
H 0.218718 -1.871013 1.449072  0.00
H 1.523502 -2.121509 0.278819  0.00
H -0.610923 -1.292006 -0.800554  0.00
H -1.778557 2.047395 -0.007393  0.01
H -1.393052 1.047993 -1.444403  0.00
H -2.572633 0.455676 -0.230376  0.00

Cartesian forces (eV/Å) of the 2 atoms listed first:
O -0.31 0.68 0.98
C -0.44 -0.81 -0.38

***

Number 1: E_tot -5311.35574 eV. Number 2: E_tot -68780.74058 eV. Number 3: E_tot -35126.70343 eV. Number 4: E_tot -280721.55053 eV. Number 5: E_tot -9463.41284 eV. Number 6: E_tot -37967.73875 eV. Number 7: E_tot -78740.00969 eV. Number 8: E_tot -44004.85857 eV.